Density functional theory data (wB97M-V/def2-TZVPD) for an isolated molecule of C2H3NO2S.

Calculated values
ΔE to the lowest compared entry with this formula, charge and spin, kcal per mole: 63.0
Spin multiplicity: 1
Calculated total energy, Ha: -681.35885

Last columns: bonded neighbours and bond lengths (Å).
CARTESIAN COORDINATES (ANGSTROEM)
1 S -0.272 -0.214 -1.204  C5 1.794, C6 1.765
2 O 2.274 0.024 1.703  N4 1.386, H7 0.964
3 O -2.713 0.339 -0.413  C5 1.196
4 N 1.164 0.359 0.945  O2 1.386, C6 1.267
5 C -1.600 0.108 -0.042  S1 1.794, O3 1.196, H8 1.104
6 C 1.086 -0.370 -0.089  S1 1.765, N4 1.267, H9 1.079
7 H 2.261 0.662 2.426  O2 0.964
8 H -1.278 0.037 1.012  C5 1.104
9 H 1.822 -1.125 -0.317  C6 1.079